[1]
Formula: C16H16N4O6PS2SeV
Source: the Open Molecules 2025 dataset
Level of theory: the ωB97M-V functional and the def2-TZVPD basis

Geometry as XYZ:
```
47
Properties=species:S:1:pos:R:3:forces:R:3
V -0.00245 -0.81943 -0.80454 -0.098 -0.027 0.189
C -1.49007 -3.29456 3.60146 0.007 0.002 0.004
C -0.45711 -2.20288 3.75264 -0.010 -0.009 -0.007
O -0.50028 -1.35425 2.58787 0.004 0.007 -0.012
P 0.70472 -1.26053 1.54460 0.015 0.027 0.005
S 0.07633 -3.18740 -0.57045 -0.034 0.018 -0.033
S 1.35556 -3.19465 1.10309 0.029 -0.004 0.031
O 1.87057 -0.64355 2.46574 0.014 0.007 0.007
C 3.04229 -0.10823 1.79313 0.011 -0.009 -0.002
C 4.14140 0.03465 2.81472 -0.013 -0.003 -0.003
H -1.49981 -3.92658 4.49142 -0.003 -0.002 0.000
H -1.25987 -3.91023 2.73207 0.000 0.001 0.002
H -2.48225 -2.86367 3.46641 -0.002 0.001 0.001
H 0.54572 -2.61852 3.86763 0.000 0.000 0.004
H -0.66171 -1.56110 4.60957 0.003 0.000 -0.001
H 2.77507 0.85843 1.36241 -0.003 0.001 -0.001
H 3.33357 -0.77653 0.98088 0.000 0.003 -0.002
H 3.82869 0.69027 3.62752 0.003 -0.001 0.002
H 5.02264 0.46563 2.33900 -0.001 0.002 -0.002
H 4.40935 -0.93727 3.22986 -0.001 0.001 0.002
O 0.00622 6.27279 -1.34185 0.026 0.121 0.507
C 1.01777 5.55134 -1.38889 -0.266 -0.248 -1.380
O 2.19114 5.80319 -1.70657 0.166 0.094 0.482
C 0.71081 4.02988 -1.26159 0.142 0.061 0.431
C -0.57591 3.58598 -0.98763 -0.013 0.032 -0.003
C -0.82621 2.23544 -0.85507 -0.008 -0.027 -0.011
N 0.13868 1.31840 -0.98951 -0.028 -0.048 0.024
C 1.38469 1.74145 -1.26583 0.083 0.018 -0.054
C 1.71212 3.07386 -1.40550 -0.106 -0.043 0.020
C 2.39438 0.62738 -1.39145 0.005 0.011 0.005
O 3.56953 0.83233 -1.59041 -0.008 0.007 0.004
O 1.85496 -0.55540 -1.22196 0.016 0.018 -0.091
H -1.36024 4.32224 -0.87590 0.007 0.003 0.001
H -1.81408 1.85875 -0.62406 0.006 -0.016 -0.010
H 2.72644 3.37897 -1.61922 0.004 0.000 -0.003
Se -3.54166 -0.73635 0.67294 0.010 0.013 0.002
N -4.57350 -1.05146 -0.77224 0.025 0.009 -0.072
C -3.76671 -1.08451 -1.84345 -0.106 -0.042 -0.038
C -4.09116 -1.33404 -3.18544 0.098 0.002 -0.050
C -3.05618 -1.37620 -4.12342 -0.031 0.007 0.096
C -1.73311 -1.18651 -3.74549 -0.105 0.016 -0.038
N -1.39222 -0.92366 -2.47564 0.160 -0.026 -0.106
C -2.38157 -0.85419 -1.57840 -0.135 0.013 -0.131
N -2.02699 -0.60196 -0.32052 0.151 0.016 0.245
H -5.12047 -1.50222 -3.47155 0.001 -0.002 -0.015
H -3.27356 -1.57304 -5.16379 -0.013 0.001 -0.001
H -0.92554 -1.24207 -4.46259 -0.001 -0.006 0.002
```
Forces are in eV/Å.

As for the multiplicity: 4. The net charge is -1. The value obtained for the HOMO energy (alpha / beta) is -4.609 / -5.530 eV. Its expectation value of S² is 3.79.

Mulliken atomic charge list, values in e, 4 entries:
1 V 0.130
2 C -1.014
3 C -0.325
4 O -0.353

---

[2]
Formula: C16H16N4PtS6
Source: the Open Molecules 2025 dataset
Level of theory: the ωB97M-V functional and the def2-TZVPD basis

Geometry as XYZ:
```
43
Properties=species:S:1:pos:R:3:forces:R:3
Pt -0.93498 -0.36443 1.02768 -0.115 0.075 0.312
N 1.03568 0.25521 1.48994 0.061 0.017 0.052
C 1.95663 -0.85305 1.38270 -0.148 -0.183 -0.092
C 3.29880 -0.74261 1.59194 0.100 -0.061 0.006
C 4.13742 -1.87029 1.43234 -0.035 0.078 0.017
C 3.61871 -3.08111 1.07506 -0.055 -0.034 -0.018
C 2.22526 -3.22889 0.86711 0.058 -0.018 0.009
C 1.59851 -4.45860 0.54770 0.101 -0.045 0.024
C 0.24450 -4.51335 0.42610 -0.122 0.075 0.028
C -0.51969 -3.33780 0.59789 0.185 -0.076 0.025
N 0.03520 -2.17752 0.86053 0.339 0.051 -0.587
C 1.40229 -2.10379 1.00916 -0.205 0.209 0.274
H 1.16130 0.80099 2.33709 0.042 -0.116 0.102
H 1.20414 0.92381 0.73573 0.094 0.147 0.073
H 3.72025 0.21245 1.88141 -0.002 -0.005 -0.002
H 5.20027 -1.76388 1.60228 -0.005 0.000 -0.003
H 4.26124 -3.94507 0.95980 -0.012 0.003 0.005
H 2.20624 -5.34703 0.42522 -0.006 0.014 -0.011
H -0.26633 -5.43781 0.19781 0.004 0.003 0.014
H -1.59921 -3.34206 0.51668 -0.002 -0.006 -0.047
S -7.85530 1.69209 1.05666 0.039 -0.095 0.111
C -6.28304 1.21583 1.06289 -0.030 0.227 -0.243
S -5.69798 -0.16041 0.19374 0.017 -0.096 0.035
C -4.00915 0.03585 0.58011 0.193 -0.117 -0.070
C -3.68816 1.08321 1.34972 0.195 0.157 0.055
S -2.03642 1.49138 1.78576 -0.155 -0.135 -0.127
S -5.01879 2.09226 1.85732 0.002 0.002 0.053
S -2.77880 -1.04239 -0.05157 -0.598 -0.192 0.050
C -1.58947 3.20412 -1.33298 0.032 0.051 -0.061
N -0.24828 2.77498 -1.67016 -0.011 0.057 0.062
C 0.05394 2.19582 -2.96943 0.024 0.011 -0.017
C 1.54135 1.81466 -2.85162 -0.020 0.019 0.013
N 1.83720 2.12439 -1.45446 -0.003 -0.050 0.068
C 0.80150 2.78272 -0.84288 -0.294 -0.165 -0.024
S 0.84889 3.38566 0.71318 0.281 0.201 -0.098
H -2.30152 2.46214 -1.69686 -0.008 -0.012 0.024
H -1.81186 4.17393 -1.78386 0.003 -0.011 -0.033
H -1.67635 3.27230 -0.25248 0.015 0.012 -0.009
H -0.12161 2.92802 -3.76068 -0.024 -0.023 -0.016
H -0.58645 1.33192 -3.15822 0.005 -0.018 0.054
H 2.16269 2.39884 -3.53132 0.004 0.024 0.017
H 1.70610 0.75755 -3.05645 0.009 0.006 -0.017
H 2.76527 2.35996 -1.15059 0.047 0.017 -0.009
```
Forces are in eV/Å.

The value obtained for the HOMO energy is -6.539 eV.

Mulliken atomic charge list, values in e, 4 entries:
1 Pt 0.537
2 N -0.313
3 C 0.536
4 C -0.424

---

[3]
Formula: C16H16N5O2ReS3
Source: the Open Molecules 2025 dataset
Level of theory: the ωB97M-V functional and the def2-TZVPD basis

Geometry as XYZ:
```
43
Properties=species:S:1:pos:R:3:forces:R:3
Re 0.10714 -1.17470 -1.65500 -3.502 2.048 -2.295
S -1.62871 -1.47160 -3.25816 0.374 0.639 1.283
C -2.92037 -0.41746 -2.71042 0.628 -0.414 -0.050
C -4.15029 -0.44274 -3.36457 -0.672 0.191 -0.092
C -5.19919 0.33947 -2.91669 0.277 -0.388 -0.336
C -5.03065 1.17274 -1.81440 0.410 0.085 0.282
C -3.80719 1.23499 -1.17474 -0.369 0.121 -0.037
C -2.74805 0.44699 -1.61807 0.645 0.047 0.211
S -1.19794 0.59400 -0.80648 0.491 -1.553 -0.991
H -4.27336 -1.08191 -4.22365 -0.051 -0.138 -0.098
H -6.15420 0.30027 -3.41663 -0.057 -0.020 -0.090
H -5.85219 1.77532 -1.46208 -0.081 0.082 0.044
H -3.66125 1.88999 -0.32896 0.002 0.064 0.080
N 2.11203 3.95202 3.58070 -0.080 0.355 0.210
C 2.34983 2.90115 2.76515 -0.001 -0.421 -0.305
C 2.30727 1.58799 3.27136 0.040 0.070 -0.157
C 2.52408 0.51475 2.43879 0.051 0.048 0.192
C 2.78720 0.73345 1.09662 0.225 -0.639 -0.521
C 2.81985 2.01462 0.56865 0.036 0.003 -0.011
C 2.60648 3.09603 1.39607 -0.004 -0.155 0.129
S 3.01480 -0.68840 0.07276 -0.213 0.515 0.116
O 3.34716 -0.26172 -1.27437 0.146 0.161 0.321
O 3.81217 -1.68929 0.69405 -0.125 0.084 0.146
N 1.46096 -1.23376 -0.12029 1.105 0.071 0.035
C 0.78283 -2.13272 0.58987 -0.270 -0.796 1.156
N 1.07838 -2.61349 1.78337 0.410 0.296 -0.023
C 0.27442 -3.54589 2.26386 -0.115 -0.085 -0.100
C -0.84108 -4.01921 1.57774 -0.199 0.208 -0.408
C -1.13306 -3.42124 0.35996 -0.427 -0.601 0.467
N -0.34391 -2.47496 -0.12464 1.010 0.174 0.440
H 2.03006 3.81069 4.57108 0.028 0.083 -0.023
H 2.24174 4.89052 3.24745 0.008 -0.035 0.092
H 2.11579 1.43380 4.32228 -0.037 -0.044 0.111
H 2.50049 -0.50104 2.80112 0.002 -0.097 0.214
H 3.03094 2.14779 -0.48038 0.054 0.104 -0.112
H 2.64880 4.09957 1.00151 -0.006 0.107 -0.063
H 0.54214 -3.92534 3.24142 -0.081 -0.093 0.052
H -1.47017 -4.79348 1.98448 -0.040 -0.016 -0.011
H -1.99797 -3.69038 -0.23415 0.006 0.008 0.037
N 1.28200 0.01566 -3.01748 0.751 -0.071 0.071
H 1.44122 -0.38940 -3.94324 -0.160 0.065 0.217
H 2.20001 0.03302 -2.52504 -0.072 0.184 -0.260
H 0.99179 0.98394 -3.15886 -0.138 -0.248 0.079
```
Forces are in eV/Å.

As for the multiplicity: 2. The net charge is +1. The value obtained for the HOMO energy (alpha / beta) is -10.691 / -10.662 eV. Its expectation value of S² is 1.18.

Mulliken atomic charge list, values in e, 4 entries:
1 Re 0.811
2 S -0.239
3 C 0.224
4 C -0.477

---

[4]
Formula: C16H16N6O2S2
Source: the Open Molecules 2025 dataset
Level of theory: the ωB97M-V functional and the def2-TZVPD basis

Geometry as XYZ:
```
42
Properties=species:S:1:pos:R:3:forces:R:3
C 1.96860 2.14550 3.55858 -0.697 0.328 -0.310
C 2.29203 3.42105 2.78267 -0.256 1.543 0.635
O 2.55793 4.45333 3.37359 0.195 -0.312 0.748
N 2.24379 3.59442 1.41238 -0.536 -1.489 -0.655
C 1.78029 2.73071 0.40595 -0.169 -0.234 -1.081
C 1.21660 3.25306 -0.76363 -0.296 1.273 -0.675
C 0.81354 2.45876 -1.83911 0.244 0.671 0.748
C 0.90461 1.09684 -1.78479 0.586 -1.936 0.806
C 1.44502 0.50904 -0.62548 0.162 2.507 0.934
N 1.48299 -0.88071 -0.43033 0.266 -1.911 -0.336
N 1.90861 -1.50774 0.70855 -0.975 1.196 -1.531
N 1.66948 -2.74810 0.53490 0.081 -0.978 -0.132
C 1.15100 -2.90925 -0.72053 -0.286 -0.012 -0.425
S 0.62682 -4.49287 -1.34716 0.180 0.202 -0.200
C -0.31076 -3.98461 -2.86036 -0.030 -0.056 0.780
C -1.49742 -3.09041 -2.50220 -2.120 1.646 -0.619
O -1.94669 -2.35450 -3.38691 0.829 -0.757 0.670
N -2.13398 -3.09354 -1.26627 0.821 -0.082 -1.054
C -3.16842 -2.11177 -0.88860 -0.661 -1.410 1.793
C -2.72851 -1.15208 0.20483 -0.302 0.515 -0.977
C -2.85000 0.20878 0.06072 0.128 0.098 -0.276
C -2.31585 0.94848 1.17668 0.034 -0.879 -0.159
C -1.83122 0.08187 2.11198 0.297 0.124 0.535
S -2.03978 -1.62879 1.73623 -0.028 1.862 -0.765
N 1.04036 -1.77444 -1.37489 0.311 0.898 1.502
C 1.91098 1.35356 0.43566 -0.373 -1.548 -0.304
H 1.01264 1.69017 3.23384 0.602 0.121 -0.060
H 2.77500 1.44751 3.45366 0.344 -0.618 -0.254
H 1.89041 2.35760 4.63591 0.059 0.375 -0.591
H 2.31775 4.56519 1.14229 0.073 -0.057 0.253
H 1.08455 4.34688 -0.90516 0.198 -0.763 0.391
H 0.40629 2.92105 -2.72001 -0.068 0.184 -0.146
H 0.61085 0.43287 -2.58458 -0.196 0.167 -0.118
H -0.67745 -4.89919 -3.40943 0.504 0.836 0.816
H 0.34018 -3.39723 -3.52812 -0.365 -0.297 0.287
H -1.80791 -3.73565 -0.55755 0.013 0.166 -0.042
H -3.61409 -1.55895 -1.69670 0.583 0.079 -0.655
H -4.04072 -2.69397 -0.48779 0.690 0.226 -0.253
H -3.26690 0.68409 -0.85677 0.404 -0.539 0.852
H -2.25262 2.04260 1.25214 -0.052 -0.675 -0.022
H -1.30140 0.39397 3.01046 -0.276 -0.356 -0.100
H 2.33342 0.87644 1.30536 0.082 -0.106 -0.011
```
Forces are in eV/Å.

The value obtained for the HOMO energy is -8.781 eV. Its SMILES is CC(=O)Nc1cccc(-n2nnc(SCC(=O)NCc3cccs3)n2)c1.

Mulliken atomic charge list, values in e, 4 entries:
1 C -0.930
2 C 0.707
3 O -0.631
4 N -0.224

---

[5]
Formula: C16H17AsCoI2N4O2Se
Source: the Open Molecules 2025 dataset
Level of theory: the ωB97M-V functional and the def2-TZVPD basis

Geometry as XYZ:
```
44
Properties=species:S:1:pos:R:3:forces:R:3
Co 0.01372 0.06155 0.09476 -1.789 2.421 1.560
Se -5.24392 0.91424 5.45705 0.140 -0.062 -0.177
N -4.17723 -0.40602 5.04252 0.646 -1.114 -0.109
C -3.45114 -0.08193 3.98939 -0.998 0.656 0.787
C -2.46341 -0.92157 3.38018 0.636 -0.187 -0.614
C -2.18862 -2.23138 3.79176 0.097 0.180 -0.151
C -1.21302 -2.94603 3.13406 0.023 0.085 -0.030
C -0.52746 -2.35127 2.07349 -0.116 -0.256 0.239
N -0.78896 -1.12162 1.67227 -0.003 0.528 -0.518
C -1.73105 -0.39271 2.29926 -0.325 -0.941 0.779
C -1.95216 0.94742 1.82180 -0.542 0.712 0.195
N -1.12982 1.40006 0.84508 -0.298 0.384 0.200
C -1.28576 2.65235 0.41787 0.028 0.290 -0.137
C -2.29669 3.49126 0.87661 0.037 -0.142 0.094
C -3.15819 3.04293 1.85558 0.254 -0.226 -0.061
C -2.96827 1.75639 2.37371 0.725 0.116 -0.690
C -3.71507 1.23033 3.47766 -0.834 -0.326 1.110
N -4.64254 1.89384 4.14257 0.280 0.921 -0.917
H -2.74571 -2.64604 4.61726 -0.053 -0.082 0.081
H -0.97341 -3.95627 3.41891 0.036 -0.134 0.049
H 0.24831 -2.89169 1.54373 -0.142 -0.020 0.051
H -0.57691 3.01559 -0.31567 -0.078 -0.138 -0.057
H -2.38400 4.48702 0.47187 0.026 0.060 -0.053
H -3.95095 3.66320 2.24509 -0.065 0.051 0.062
I 0.78442 1.32921 -2.51176 -0.181 -0.117 -0.154
C -0.58544 -0.08115 -3.35863 -0.075 0.000 0.220
I -2.07840 -0.65159 -1.91699 0.430 0.167 -0.136
H -0.02992 -0.96949 -3.64304 -0.045 0.082 0.057
H -1.07149 0.38225 -4.21155 -0.020 -0.008 0.113
C 2.61234 2.49742 0.86766 0.072 -0.177 0.157
As 1.90558 0.78158 1.46287 0.086 0.566 0.208
C 1.47889 1.04483 3.35372 0.092 0.002 -0.184
C 3.51136 -0.31170 1.56120 0.001 -0.075 -0.107
H 3.48156 2.72932 1.49115 -0.128 0.039 -0.150
H 1.87116 3.28823 0.97207 -0.021 -0.046 0.042
H 2.92411 2.42750 -0.17676 0.014 -0.030 0.125
H 2.29353 1.61079 3.81709 -0.111 -0.099 -0.122
H 1.40485 0.07157 3.84097 -0.016 0.037 -0.067
H 0.54577 1.59032 3.49001 0.022 -0.006 -0.099
H 4.20011 0.17056 2.26626 -0.204 -0.087 -0.164
H 3.98622 -0.37937 0.57877 -0.087 0.053 0.129
H 3.28282 -1.32158 1.90781 -0.002 0.166 0.018
O 0.94976 -1.18818 -0.48119 3.983 -5.381 -0.104
O 1.62659 -2.14731 0.00067 -1.495 2.141 -1.473
```
Forces are in eV/Å.

As for the multiplicity: 4. The net charge is +2. The value obtained for the HOMO energy (alpha / beta) is -14.533 / -14.541 eV. Its expectation value of S² is 3.84.

Mulliken atomic charge list, values in e, 4 entries:
1 Co -0.109
2 Se 0.429
3 N -0.835
4 C 0.862

---

| no. | calculated total energy (Ha) |
| --- | --- |
| 1 | -5773.18927 |
| 2 | -3346.86649 |
| 3 | -2316.22273 |
| 4 | -1894.67567 |
| 5 | -7604.09058 |